Record 1
Density functional theory data (wB97M-V/def2-TZVPD) for a gas-phase ion, C13H19N2 (charge +1) at a distorted geometry.

The geometry in XYZ format:
```
34
Properties=species:S:1:pos:R:3:forces:R:3
C -1.59371 2.20095 -3.07709 0.5632 0.0144 0.9444
C -2.21889 2.35829 -1.83176 0.0770 0.8664 -2.6393
C -0.25386 1.88132 -3.11226 -0.2547 -1.2997 -2.7155
C -1.46727 2.23939 -0.75011 3.3514 0.2878 2.1792
C 0.46933 1.62945 -1.97765 3.0817 -1.4976 -0.3584
C -0.05755 1.87247 -0.76069 -4.2046 0.6252 -0.0594
C 0.63263 -0.32630 0.79174 -0.0862 3.3550 0.5945
C 2.55436 0.86312 1.45744 -0.1218 0.4967 -0.0095
C 1.93113 1.76589 0.43543 1.2563 0.8708 0.4653
C 0.15152 -2.44593 1.85028 -1.9348 1.2488 -1.5010
C -0.25615 -2.06799 -0.72990 -4.7183 -0.4525 4.3236
C -1.83043 -0.77938 0.73729 3.0639 0.2327 -0.7639
C -0.35169 -1.36436 0.72623 -0.1185 -1.8782 -1.4946
N 1.77688 -0.37024 1.34777 1.7750 -2.0029 -0.2499
N 0.51230 1.74175 0.49262 0.4955 -4.5034 -0.0667
H -2.12432 2.41640 -3.96559 -0.4435 -0.0166 -0.8279
H -3.15033 2.85909 -1.85485 -1.1241 -0.0812 0.4662
H 0.16689 1.60135 -4.11535 -0.1697 0.6281 1.1392
H -1.72885 2.65769 0.18171 -0.9563 -0.0425 1.1301
H 1.48958 1.12147 -2.03494 -1.4117 1.0243 -0.3235
H 3.56991 0.73181 1.15548 0.7585 -0.5468 0.0273
H 2.56469 1.24125 2.47309 -0.3767 -0.0935 0.2293
H 2.11755 2.77177 0.70790 0.8093 1.3064 0.3710
H 2.49407 1.60881 -0.49505 -0.8526 -0.1502 -0.1339
H -0.68755 -3.15778 2.01091 0.9573 0.2457 0.0190
H 1.09784 -2.89496 1.51107 -0.6303 -0.2397 0.1048
H 0.33123 -1.81015 2.70058 -0.0486 -0.4116 0.8123
H -0.53683 -1.38548 -1.42305 -0.5878 2.1295 -2.3514
H -1.12953 -2.81200 -0.66503 1.6256 0.6651 -0.3252
H 0.62598 -2.48546 -0.90295 3.7112 -1.9695 -0.7955
H -1.94060 -0.22018 1.60726 -0.9045 0.4960 1.8069
H -2.45056 -1.59266 0.54366 -1.4425 -1.2013 0.3233
H -1.96489 -0.05945 -0.06924 0.2878 -0.2200 -0.1764
H 2.29702 -1.30757 1.54954 -1.4264 2.1141 -0.1442
```
Positions in Å, forces in eV/Å.

* LUMO energy (alpha / beta): -4.35 / -4.35 eV
* net charge: +1
* E: -615.86747 Ha
* E_HOMO (alpha / beta): -11.937 / -11.937 eV
* maximum force: 6.4 eV/A
* energy relative to the best compared isomer or geometry (same formula, charge and spin): 108.4 kcal per mole

Record 2
Density functional theory data (wB97M-V/def2-TZVPD) for a molecular structure, C24H15BBrCl2F6FeO7P3S.

The geometry in XYZ format:
```
61
Properties=species:S:1:pos:R:3:forces:R:3
Fe 1.35416 0.41744 0.15489 -0.3078 -0.0749 -0.0470
O 0.91533 1.32755 2.35766 0.0911 -0.0148 0.0048
P 2.25049 1.63536 3.21571 0.0337 0.0076 -0.0331
O 2.08656 1.28999 4.62652 -0.0143 0.0011 -0.0171
O 3.33548 0.92592 2.37709 -0.0625 0.0739 -0.0128
O 2.47916 3.20239 2.99456 0.0399 -0.0286 -0.0813
P 3.12291 3.96543 1.69813 -0.0394 -0.0929 -0.0143
O 1.88299 4.47981 0.87168 0.0466 -0.0814 0.0265
O 3.98518 5.06150 2.12974 -0.0111 0.0058 -0.0046
O 3.71387 2.78944 0.86522 0.0107 0.0542 0.1479
H 0.14831 1.10710 2.90532 0.0345 -0.0297 -0.0252
H 1.36805 3.77241 0.41589 -0.0412 0.0305 -0.0177
F 1.15482 -6.59796 -1.03386 -0.0172 0.0808 0.1544
C 0.96607 -5.57440 -0.08854 0.0353 -0.1154 -0.1073
C -0.36365 -5.25491 0.25284 -0.0583 -0.0220 -0.0074
F -1.24531 -6.27148 0.48281 -0.0220 -0.0328 -0.0334
C -0.75060 -3.97373 0.48535 0.1346 0.0528 -0.0230
F -2.01585 -3.75049 0.93151 -0.0525 -0.0146 -0.0090
C 0.12709 -2.87048 0.38078 -0.0429 0.0001 0.0239
P -0.38136 -1.16196 0.36511 0.0667 0.0717 -0.0324
C -1.32962 -0.88257 1.90492 0.0505 -0.0505 0.0551
C -1.16078 -1.69895 3.01956 -0.0175 0.0030 0.0169
C -1.70511 -1.34269 4.24630 -0.0086 0.0162 0.0038
C -2.42473 -0.16329 4.37728 0.0169 -0.0146 -0.0129
C -2.59828 0.65988 3.27018 -0.0101 -0.0067 -0.0098
C -2.05235 0.30563 2.04377 -0.0228 0.0029 -0.0086
C -1.67314 -1.04718 -0.93256 -0.0159 0.0167 0.0212
C -3.02253 -1.32606 -0.73580 -0.0190 0.0232 -0.0023
C -3.92855 -1.18586 -1.77866 0.0034 -0.0074 -0.0015
C -3.49628 -0.76847 -3.03037 -0.0106 -0.0098 -0.0005
C -2.15009 -0.50258 -3.24097 0.0256 -0.0028 -0.0020
C -1.24873 -0.64349 -2.19673 -0.0124 0.0196 -0.0234
C 1.48024 -3.21520 0.10703 0.0019 0.0479 0.0319
Br 2.83391 -1.86090 0.19741 0.1523 0.0057 -0.0130
C 1.87193 -4.49612 -0.12711 -0.0039 -0.0025 0.0096
F 3.18381 -4.79011 -0.33608 -0.0015 0.0158 -0.0454
H -0.58564 -2.61233 2.92261 -0.0007 0.0308 0.0158
H -1.55097 -1.98239 5.10686 -0.0042 0.0023 -0.0081
H -2.83298 0.12257 5.33903 -0.0011 0.0004 -0.0093
H -3.14575 1.59030 3.36401 0.0043 -0.0057 -0.0039
H -2.15825 0.96908 1.19122 -0.0015 -0.0003 -0.0090
H -3.36527 -1.65015 0.23830 -0.0101 0.0052 0.0108
H -4.97756 -1.40229 -1.61172 0.0086 0.0047 0.0017
H -4.20814 -0.64713 -3.83862 0.0041 0.0005 0.0048
H -1.80100 -0.16420 -4.20998 -0.0063 -0.0068 0.0166
H -0.19887 -0.42048 -2.35168 0.0046 0.0163 -0.0093
Cl 2.60246 1.17711 -2.10483 -0.1161 -0.0390 0.1764
C 1.30513 1.96368 -2.96471 -0.0282 0.0357 -0.0615
C 1.44511 2.04497 -4.33923 0.0262 0.0008 -0.0126
C 0.45988 2.65137 -5.10126 0.0077 0.0057 0.0043
C -0.65672 3.17045 -4.46699 -0.0180 -0.0033 0.0041
C -0.77809 3.07340 -3.09178 0.0271 -0.0144 -0.0105
Cl -2.22525 3.72865 -2.38053 -0.0010 0.0038 -0.0007
C 0.19009 2.46836 -2.26761 0.0348 -0.0738 0.0606
S -0.04115 2.30073 -0.55011 0.1413 0.0734 -0.0643
H 2.32960 1.62653 -4.80164 -0.0171 0.0073 0.0112
H 0.56073 2.71626 -6.17687 0.0002 -0.0012 0.0065
H -1.44772 3.64747 -5.03031 0.0048 -0.0052 0.0082
F 5.49596 1.84066 2.12351 -0.0366 -0.0009 -0.0458
B 4.32967 1.55972 1.43610 0.0351 -0.0289 -0.0707
F 4.54133 0.66672 0.38963 -0.0102 0.0642 0.0740
```
Positions in Å, forces in eV/Å.

* LUMO energy (alpha / beta): 4.06 / 4.05 eV
* ⟨S²⟩: 6.051
* net charge: -2
* E: -8255.25550 Ha
* multiplicity: 5
* E_HOMO (alpha / beta): -0.741 / -2.025 eV
* maximum force: 0.3 eV/A
* energy relative to the best compared isomer or geometry (same formula, charge and spin): 0.0 kcal per mole

Record 3
Density functional theory data (wB97M-V/def2-TZVPD) for a single C4H5NO molecule at a distorted geometry.

The geometry in XYZ format:
```
11
Properties=species:S:1:pos:R:3:forces:R:3
N 2.89367 0.57686 0.24737 -0.8386 -0.5835 -0.2095
C 1.95186 -0.05782 0.03331 0.8404 0.5142 0.1566
C 0.72482 -0.82392 -0.19972 -0.0084 -0.0222 -0.0132
C -0.44941 -0.10770 0.44119 0.1953 0.0535 0.1296
C -1.23595 0.90335 -0.26057 0.0598 0.2737 -0.0620
O -1.72485 -0.42213 -0.07505 -0.0990 -0.1782 0.0166
H 0.84124 -1.81721 0.24941 -0.0190 0.1401 -0.0895
H 0.57243 -0.96265 -1.27576 -0.0415 0.1106 0.1795
H -0.37119 -0.03230 1.52678 -0.1524 -0.0730 -0.1284
H -1.75624 1.66301 0.32121 0.1160 -0.0983 -0.1094
H -0.97871 1.18454 -1.28160 -0.0526 -0.1371 0.1297
```
Positions in Å, forces in eV/Å.

* LUMO energy: 0.86 eV
* net charge: 0
* E: -285.35706 Ha
* E_HOMO: -10.980 eV
* maximum force: 1.0 eV/A
* energy relative to the best compared isomer or geometry (same formula, charge and spin): 36.1 kcal per mole

Record 4
Density functional theory data (wB97M-V/def2-TZVPD) for a molecular structure, C29H50BrEuNOP2 at a distorted geometry.

The geometry in XYZ format:
```
85
Properties=species:S:1:pos:R:3:forces:R:3
N -5.24360 -1.43537 3.51542 0.0409 0.0957 0.3008
C -4.43609 -0.46787 3.96255 -0.1701 0.1095 -0.4174
C -4.00065 0.57867 3.14647 0.1191 0.0336 -0.6976
C -4.39784 0.61944 1.77802 -1.1985 -1.1306 1.0244
C -5.25403 -0.42609 1.33285 0.6052 0.2335 0.4906
C -5.65139 -1.41335 2.24916 0.2855 0.7111 -0.4099
C -3.85937 1.67193 0.94057 0.1006 0.5532 -0.8663
Eu 0.05568 1.05982 0.02502 -0.6094 -1.4207 0.2670
P 2.25391 0.26949 -1.52095 -0.5020 0.8330 -0.0957
C -3.79250 1.72733 -0.42220 -0.4181 0.1888 0.9250
C -2.67640 2.34438 -1.13346 0.5499 1.1051 -0.5282
C -2.48645 2.08433 -2.52582 0.2314 -0.1297 0.4290
C -1.30089 2.45569 -3.17020 0.0358 0.2345 0.3261
C -0.32546 3.18127 -2.46409 0.0438 0.6353 -0.4623
C -0.50136 3.52136 -1.11047 -0.2283 0.1532 -0.4883
C -1.69037 3.14111 -0.47008 -0.0036 -0.8432 -0.4991
Br 1.03666 4.09734 -3.50790 -1.1142 -0.2292 0.3095
H -3.47562 2.52371 1.50926 0.8301 -0.5082 -0.0260
H -4.58633 1.31292 -1.03363 0.4247 -0.8720 -0.0414
H -3.28850 1.32357 3.53459 -0.5426 -0.2674 -0.1350
H -5.56437 -0.50427 0.29235 -0.0614 0.1375 0.2360
H -4.14526 -0.51624 5.01889 -0.0820 -0.0253 -0.4584
H -6.33496 -2.20403 1.93475 0.2235 0.1436 0.1047
H -3.27878 1.59944 -3.11639 0.4580 0.0570 0.4711
H -1.84083 3.41760 0.56784 0.0748 0.0273 0.0184
H -1.13125 2.23148 -4.22979 -0.2261 0.1609 0.4475
H 0.28584 4.06391 -0.58979 -0.4087 0.3053 -0.1125
P -0.71352 -2.27079 -0.02010 -0.3492 -0.8195 -0.1956
C 2.67868 1.87354 -0.61884 0.7821 -0.5684 -0.4193
C 3.46774 2.90350 -1.41193 -0.0515 0.7583 -0.1574
H 3.25115 1.59970 0.28296 -0.3391 -0.1126 -0.1414
H 1.77163 2.42310 -0.24836 0.4124 -0.0001 0.0687
H 3.76588 3.73205 -0.75695 0.0830 -0.1788 -0.1060
H 4.35761 2.49189 -1.88642 -0.0421 -0.0475 0.1816
H 2.84608 3.35013 -2.19368 0.4376 -0.3242 0.3100
C 1.93065 0.67773 -3.30112 -0.3857 -0.0392 0.3334
C 3.05208 0.68495 -4.32638 0.1796 0.0907 -0.3090
H 1.43956 1.66692 -3.32662 0.1449 -0.6965 0.1538
H 1.16520 -0.07998 -3.55878 0.2665 0.3651 -0.1260
H 2.60995 0.94971 -5.29652 0.1854 -0.1174 0.1695
H 3.82131 1.43975 -4.11389 -0.1943 -0.2611 0.0190
H 3.52014 -0.29794 -4.44006 0.0173 0.1929 0.0540
C 3.69959 -0.83094 -1.43984 0.0140 -0.3047 0.3855
C 5.05835 -0.14604 -1.52407 0.3778 -0.0012 -0.1010
H 3.57762 -1.53686 -2.27708 -0.0601 0.1208 0.2739
H 3.58825 -1.41585 -0.50717 0.1604 0.1781 -0.4263
H 5.85154 -0.89351 -1.41696 -0.1257 0.1249 -0.0228
H 5.20044 0.34421 -2.49416 -0.0304 -0.0956 0.2291
H 5.20841 0.60128 -0.73742 -0.0709 -0.1564 -0.0977
C 0.16860 -3.80011 0.56053 0.0946 0.3196 0.2432
C 1.67189 -3.81664 0.33152 0.2502 -0.1427 0.0510
H -0.29714 -4.64735 0.03599 -0.0098 0.2203 0.1737
H -0.05507 -3.91052 1.62896 0.1418 -0.0386 -0.2074
H 2.08446 -4.76060 0.70925 0.0162 0.2599 -0.0809
H 1.93648 -3.75348 -0.73068 -0.0770 0.0314 0.1676
H 2.16885 -2.99460 0.86308 -0.0176 -0.1318 -0.0938
C -0.60382 -2.63373 -1.82719 0.3375 0.1814 0.0574
C -1.54575 -1.82150 -2.70028 -0.0463 -0.0665 -0.2588
H -0.80458 -3.70700 -1.94696 0.0730 0.2083 0.0117
H 0.44261 -2.46039 -2.11351 -0.1707 -0.0585 -0.1140
H -1.44061 -2.13140 -3.74520 -0.0477 0.1289 0.1113
H -2.59240 -1.97199 -2.42408 0.0868 0.0116 -0.0007
H -1.33217 -0.74929 -2.64639 0.0242 0.0332 0.0172
C -2.42739 -2.92673 0.24631 -0.0059 0.3727 -0.1070
C -2.74805 -3.29503 1.68437 -0.2309 0.0524 0.2691
H -2.54826 -3.80453 -0.40205 0.0748 0.1769 0.0167
H -3.11284 -2.15021 -0.11426 -0.0863 -0.1720 0.0815
H -3.77043 -3.68570 1.74750 0.2227 0.0846 0.0585
H -2.07850 -4.06518 2.08080 -0.1803 0.1349 -0.0994
H -2.69018 -2.41781 2.33828 -0.0115 -0.1146 -0.0021
C 3.25607 -0.44122 2.80791 0.1409 0.2076 -0.1913
C 1.73405 -0.46661 2.77724 0.0313 -0.0774 0.2550
O 1.16628 0.74044 2.17493 -0.1151 0.5078 -0.0820
C 1.28961 1.93819 3.02960 0.2202 -0.2778 0.2551
C 0.06000 2.15724 3.88860 -0.0654 -0.2041 -0.1374
H 3.67477 -0.37427 1.78949 -0.1230 -0.0180 0.3453
H 3.64432 -1.35367 3.27467 -0.1901 0.0910 -0.1293
H 3.64902 0.39758 3.40799 -0.1832 -0.3305 -0.3067
H 1.33382 -1.30037 2.18430 0.1652 0.2545 0.1230
H 1.33953 -0.56099 3.79874 -0.0344 0.0679 -0.2611
H 2.15915 1.79418 3.68275 -0.1199 0.0929 -0.3182
H 1.48424 2.79198 2.36244 -0.0447 -0.3355 0.1610
H -0.18168 1.26592 4.48145 0.0574 0.1593 -0.1749
H 0.25293 2.97028 4.59428 -0.0727 -0.0236 -0.1600
H -0.80592 2.42104 3.27003 0.0255 -0.0047 0.1386
```
Positions in Å, forces in eV/Å.

* LUMO energy (alpha / beta): -7.33 / -6.49 eV
* ⟨S²⟩: 15.761
* net charge: +2
* E: -5231.39753 Ha
* multiplicity: 8
* E_HOMO (alpha / beta): -11.585 / -13.675 eV
* maximum force: 1.9 eV/A

Repeat the first record exactly.
Density functional theory data (wB97M-V/def2-TZVPD) for a gas-phase ion, C13H19N2 (charge +1) at a distorted geometry.

The geometry in XYZ format:
```
34
Properties=species:S:1:pos:R:3:forces:R:3
C -1.59371 2.20095 -3.07709 0.5632 0.0144 0.9444
C -2.21889 2.35829 -1.83176 0.0770 0.8664 -2.6393
C -0.25386 1.88132 -3.11226 -0.2547 -1.2997 -2.7155
C -1.46727 2.23939 -0.75011 3.3514 0.2878 2.1792
C 0.46933 1.62945 -1.97765 3.0817 -1.4976 -0.3584
C -0.05755 1.87247 -0.76069 -4.2046 0.6252 -0.0594
C 0.63263 -0.32630 0.79174 -0.0862 3.3550 0.5945
C 2.55436 0.86312 1.45744 -0.1218 0.4967 -0.0095
C 1.93113 1.76589 0.43543 1.2563 0.8708 0.4653
C 0.15152 -2.44593 1.85028 -1.9348 1.2488 -1.5010
C -0.25615 -2.06799 -0.72990 -4.7183 -0.4525 4.3236
C -1.83043 -0.77938 0.73729 3.0639 0.2327 -0.7639
C -0.35169 -1.36436 0.72623 -0.1185 -1.8782 -1.4946
N 1.77688 -0.37024 1.34777 1.7750 -2.0029 -0.2499
N 0.51230 1.74175 0.49262 0.4955 -4.5034 -0.0667
H -2.12432 2.41640 -3.96559 -0.4435 -0.0166 -0.8279
H -3.15033 2.85909 -1.85485 -1.1241 -0.0812 0.4662
H 0.16689 1.60135 -4.11535 -0.1697 0.6281 1.1392
H -1.72885 2.65769 0.18171 -0.9563 -0.0425 1.1301
H 1.48958 1.12147 -2.03494 -1.4117 1.0243 -0.3235
H 3.56991 0.73181 1.15548 0.7585 -0.5468 0.0273
H 2.56469 1.24125 2.47309 -0.3767 -0.0935 0.2293
H 2.11755 2.77177 0.70790 0.8093 1.3064 0.3710
H 2.49407 1.60881 -0.49505 -0.8526 -0.1502 -0.1339
H -0.68755 -3.15778 2.01091 0.9573 0.2457 0.0190
H 1.09784 -2.89496 1.51107 -0.6303 -0.2397 0.1048
H 0.33123 -1.81015 2.70058 -0.0486 -0.4116 0.8123
H -0.53683 -1.38548 -1.42305 -0.5878 2.1295 -2.3514
H -1.12953 -2.81200 -0.66503 1.6256 0.6651 -0.3252
H 0.62598 -2.48546 -0.90295 3.7112 -1.9695 -0.7955
H -1.94060 -0.22018 1.60726 -0.9045 0.4960 1.8069
H -2.45056 -1.59266 0.54366 -1.4425 -1.2013 0.3233
H -1.96489 -0.05945 -0.06924 0.2878 -0.2200 -0.1764
H 2.29702 -1.30757 1.54954 -1.4264 2.1141 -0.1442
```
Positions in Å, forces in eV/Å.

* LUMO energy (alpha / beta): -4.35 / -4.35 eV
* net charge: +1
* E: -615.86747 Ha
* E_HOMO (alpha / beta): -11.937 / -11.937 eV
* maximum force: 6.4 eV/A
* energy relative to the best compared isomer or geometry (same formula, charge and spin): 108.4 kcal per mole

> What is the net charge in the first record?

+1